#w
Here is a 11-piece molecular cluster, C6H33NO11 overall from the Open Molecules 2025 dataset. Energies are from wB97M-V/def2-TZVPD.

```
! wB97M-V def2-TZVPD RIJCOSX def2/J DEFGRID3
* xyz 0 1
C -1.369 -1.859 -1.592
C -2.760 -2.441 -1.225
C -0.408 -1.782 -0.427
N 0.666 -0.761 -0.696
C 1.694 -1.444 -1.499
C 1.206 -0.309 0.595
C 1.383 1.246 0.540
O 1.898 1.843 1.446
H -1.526 -0.918 -2.114
H -0.926 -2.459 -2.413
H -2.662 -3.523 -1.218
H -3.097 -2.106 -0.242
H -3.450 -2.110 -2.002
H -0.851 -1.489 0.533
H -0.033 -2.768 -0.152
H 1.307 -2.263 -2.112
H 2.238 -0.798 -2.187
H 2.455 -1.959 -0.892
H 2.215 -0.626 0.870
H 0.543 -0.434 1.440
H 1.128 1.809 -0.376
H 4.303 2.657 -1.631
H 2.882 2.928 -2.182
O 3.474 2.290 -1.736
H 3.137 0.846 2.475
H 3.289 0.434 3.918
O 2.851 0.161 3.103
H -2.722 2.674 1.678
H -1.871 2.335 0.422
O -2.131 2.007 1.326
H -1.105 2.319 -1.734
H -2.528 2.866 -1.353
O -1.605 2.854 -1.073
H 0.718 2.796 -2.251
H 1.431 2.918 -3.570
O 1.271 3.412 -2.759
H -0.439 -0.309 3.581
H -1.173 0.929 2.921
O -0.640 0.616 3.655
H -4.705 1.246 -0.105
H -3.265 0.772 0.037
O -3.962 0.919 -0.621
H -0.867 0.782 -3.287
H -0.022 0.501 -1.940
O -0.308 1.173 -2.611
H 1.254 -1.757 4.628
H 1.927 -1.311 3.414
O 1.109 -1.782 3.673
H 0.610 -2.937 2.301
H -0.746 -3.542 1.626
O 0.184 -3.646 1.814
*
```

Summary:
HOMO-LUMO gap ... 0.357 hartree
SMILES ... CCCN(C)CC=O.O.O.O.O.O.O.O.O.O.O
E_HOMO ... -0.346 hartree

#x
Here is a 11-piece molecular cluster, C6H33NO11 overall from the Open Molecules 2025 dataset. Energies are from wB97M-V/def2-TZVPD.

```
! wB97M-V def2-TZVPD RIJCOSX def2/J DEFGRID3
* xyz 0 1
C 1.775 0.356 -0.188
C 2.707 0.407 1.116
C 3.628 1.587 1.121
C 0.467 0.993 0.058
N 0.175 2.274 -0.392
C 0.775 2.872 -1.595
C -0.807 3.116 0.312
O -0.409 0.495 0.784
H 2.346 0.812 -1.008
H 1.652 -0.716 -0.353
H 2.062 0.365 1.997
H 3.136 -0.634 1.056
H 3.388 2.623 0.868
H 4.008 1.748 2.138
H 4.575 1.453 0.557
H -0.108 3.255 -2.144
H 1.351 3.808 -1.451
H 1.403 2.205 -2.155
H -1.040 2.660 1.281
H -0.321 4.052 0.507
H -1.763 3.154 -0.195
H -3.966 1.670 -1.723
H -3.618 1.657 -3.226
O -4.311 1.941 -2.600
H -2.065 -0.454 -2.876
H -1.652 -0.168 -4.283
O -2.142 0.248 -3.553
H -2.033 0.776 -0.879
H -2.801 0.959 0.354
O -2.937 0.669 -0.554
H -0.550 -2.484 -3.473
H 0.386 -1.500 -4.085
O -0.360 -2.051 -4.346
H -2.643 -3.865 0.539
H -2.024 -5.181 0.074
O -2.363 -4.338 -0.254
H 0.881 -1.847 4.710
H 0.873 -1.224 3.290
O 0.814 -2.057 3.767
H 0.267 1.501 3.718
H -0.367 0.430 2.819
O -0.027 0.584 3.717
H 3.523 -2.443 2.865
H 4.434 -2.395 1.663
O 3.502 -2.485 1.897
H -1.770 -2.566 -1.273
H -2.136 -2.344 -2.661
O -1.463 -2.030 -2.032
H -0.899 -2.782 2.543
H -1.924 -2.132 1.592
O -1.630 -2.978 1.954
*
```

Summary:
HOMO-LUMO gap ... 0.364 hartree
SMILES ... CCCC(=O)N(C)C.O.O.O.O.O.O.O.O.O.O
E_HOMO ... -0.359 hartree

Stability check: which of them is least stable? #w.

#w
Here is an isolated molecule of C2H7P from the Open Molecules 2025 dataset. Energies are from wB97M-V/def2-TZVPD.

```
! wB97M-V def2-TZVPD RIJCOSX def2/J DEFGRID3
* xyz 0 1
C -0.937 -0.794 -0.746
C 0.070 0.565 -0.225
P 1.496 -0.115 0.584
H -0.229 -1.372 -1.368
H -1.359 -1.343 0.149
H -1.713 -0.204 -1.216
H -0.462 0.900 0.649
H 0.283 1.409 -0.884
H 1.013 -0.275 1.855
H 1.838 1.229 1.203
*
```

Summary:
HOMO-LUMO gap ... 0.380 hartree
SMILES ... CCP
E_HOMO ... -0.342 hartree

#x
Here is a 2-piece molecular cluster, C2H7P overall from the Open Molecules 2025 dataset. Energies are from wB97M-V/def2-TZVPD.

```
! wB97M-V def2-TZVPD RIJCOSX def2/J DEFGRID3
* xyz 0 1
C 0.139 0.946 -0.832
C -1.239 -2.092 1.125
P 0.206 -1.472 1.639
H -0.486 1.749 -1.247
H 0.183 1.190 0.300
H 1.089 0.993 -1.286
H -0.387 -0.023 -0.923
H -1.223 -2.441 0.008
H 1.384 -0.990 1.208
H -0.069 -0.608 2.671
*
```

Summary:
HOMO-LUMO gap ... 0.331 hartree
SMILES ... C#[PH2].C
E_HOMO ... -0.337 hartree

Stability check: which of them is least stable? #x.

#w
Here is an isolated molecule of C11H20N2O5 from the Open Molecules 2025 dataset. Energies are from wB97M-V/def2-TZVPD.

```
! wB97M-V def2-TZVPD RIJCOSX def2/J DEFGRID3
* xyz 0 1
C -1.740 -0.272 -0.377
C -0.844 0.798 0.195
C -2.355 -1.032 0.776
C -3.595 -1.855 0.348
C -1.316 -2.050 1.367
C -1.641 -2.430 2.803
C 1.222 2.114 -0.231
C 1.633 2.849 -1.391
C 2.481 1.561 0.556
C 3.011 0.309 -0.121
C 3.173 0.404 -1.587
H -1.126 -0.715 -2.298
H -0.261 -1.490 -1.142
H -2.558 0.183 -0.917
H -2.474 -0.215 1.567
H -3.249 -2.404 -0.577
H -4.453 -1.219 0.128
H -3.851 -2.619 1.070
H -0.276 -1.651 1.428
H -1.366 -2.903 0.690
H -1.486 -1.594 3.535
H -0.922 -3.278 3.231
H -2.678 -2.820 2.943
H 0.540 0.517 -1.366
H 0.852 2.844 0.428
H 3.167 2.389 0.692
H 1.984 1.261 1.553
H 2.288 -0.495 0.081
H 3.970 -0.052 0.276
H 2.007 0.223 -3.093
H 2.327 4.540 -1.806
N -1.211 -1.190 -1.382
N 0.237 1.147 -0.571
O -1.214 1.476 1.166
O 1.242 2.770 -2.532
O 4.004 1.074 -2.197
O 2.101 -0.139 -2.189
O 2.376 3.963 -1.054
*
```

Summary:
HOMO-LUMO gap ... 0.363 hartree
SMILES ... CC[C@H](C)[C@H](N)C(=O)N[C@@H](CCC(=O)O)C(=O)O
E_HOMO ... -0.348 hartree

#x
Here is an isolated molecule of C11H20N2O5 from the Open Molecules 2025 dataset. Energies are from wB97M-V/def2-TZVPD.

```
! wB97M-V def2-TZVPD RIJCOSX def2/J DEFGRID3
* xyz 0 1
C -2.145 -0.459 -0.386
C -0.948 0.198 0.326
C -3.386 0.332 -0.009
C -4.639 -0.060 -0.776
C -5.901 0.507 -0.100
C 1.502 0.505 0.213
C 1.484 2.022 -0.042
C 2.633 -0.167 -0.499
C 4.010 0.035 0.155
C 5.120 -0.312 -0.847
C 4.042 -0.882 1.354
H -1.478 -2.332 -0.324
H -3.027 -2.413 -0.555
H -1.973 -0.280 -1.476
H -3.142 1.362 -0.059
H -3.537 0.184 1.066
H -4.585 0.372 -1.746
H -4.762 -1.176 -0.889
H -5.301 -0.299 1.539
H 0.191 -0.215 -1.298
H 1.413 0.228 1.323
H 2.448 -1.288 -0.507
H 2.636 0.277 -1.501
H 4.211 1.065 0.470
H 5.098 0.325 -1.735
H 6.028 -0.208 -0.273
H 4.942 -1.362 -1.129
H 3.209 -0.786 2.073
H 3.933 -1.968 1.036
H 5.026 -0.709 1.921
H 0.078 1.994 1.287
N -2.302 -1.887 -0.039
N 0.182 -0.020 -0.352
O -1.004 0.832 1.389
O -6.739 1.113 -0.692
O -6.021 0.284 1.243
O 2.080 2.564 -0.923
O 0.623 2.624 0.761
*
```

Summary:
HOMO-LUMO gap ... 0.386 hartree
SMILES ... CC(C)C[C@H](NC(=O)[C@@H](N)CCC(=O)O)C(=O)O
E_HOMO ... -0.379 hartree

#y
Here is an isolated molecule of C11H20N2O5 from the Open Molecules 2025 dataset. Energies are from wB97M-V/def2-TZVPD.

```
! wB97M-V def2-TZVPD RIJCOSX def2/J DEFGRID3
* xyz 0 1
C -1.470 0.696 0.480
C -0.685 -0.432 -0.215
C -2.133 1.821 -0.414
C -2.438 3.210 0.197
C -1.337 2.153 -1.704
C 0.189 2.283 -1.745
C 1.568 -1.433 -0.084
C 1.702 -1.294 -1.675
C 1.016 -2.910 0.349
C 0.528 -2.778 1.775
C 1.529 -1.762 2.419
H 0.008 0.759 1.868
H -1.247 1.914 2.091
H -2.351 0.156 0.911
H -3.087 1.348 -0.719
H -3.254 3.160 1.043
H -2.846 3.868 -0.551
H -1.484 3.387 0.687
H -1.673 3.229 -2.078
H -1.698 1.481 -2.562
H 0.727 1.365 -2.236
H 0.601 2.194 -0.725
H 0.640 3.136 -2.461
H 1.035 0.473 0.649
H 2.670 -1.249 0.167
H 1.916 -3.599 0.515
H 0.398 -3.422 -0.341
H -0.379 -2.361 1.891
H 0.491 -3.746 2.208
H 2.990 -2.876 1.865
H 1.611 -2.621 -3.224
N -0.640 1.364 1.406
N 0.691 -0.330 0.151
O -1.212 -1.437 -0.611
O 1.723 -0.423 -2.456
O 1.212 -0.679 2.971
O 2.829 -2.065 2.436
O 1.860 -2.580 -2.274
*
```

Summary:
HOMO-LUMO gap ... 0.350 hartree
SMILES ... CC[C@H](C)[C@H](N)C(=O)N[C@@H](CCC(=O)O)C(=O)O
E_HOMO ... -0.340 hartree

Stability check: which of them is least stable? #y.

#w
Here is C14H21N7 as an isolated structure from the Open Molecules 2025 dataset. Energies are from wB97M-V/def2-TZVPD.

```
! wB97M-V def2-TZVPD RIJCOSX def2/J DEFGRID3
* xyz 0 1
C -3.448 1.619 -0.790
C -2.217 0.831 -1.102
N -1.289 0.151 -1.337
H -4.069 1.682 -1.684
H -3.132 2.567 -0.355
H -4.084 1.111 -0.065
C -1.586 -2.369 0.410
C -1.350 -2.158 1.817
N -1.228 -2.095 2.984
H -1.052 -3.284 0.155
H -1.149 -1.483 -0.051
H -2.655 -2.417 0.203
C -0.161 0.975 2.660
C -1.379 1.010 1.806
N -2.361 1.035 1.104
H 0.739 1.223 2.098
H -0.113 -0.023 3.095
H -0.245 1.756 3.416
C 1.048 -1.529 3.313
C 2.274 -1.782 4.020
N 3.333 -1.959 4.577
H 0.929 -2.063 2.370
H 0.854 -0.471 3.138
H 0.218 -1.991 3.849
C 3.032 1.087 -2.172
C 3.198 -0.039 -1.211
N 3.236 -0.860 -0.406
H 2.506 0.860 -3.099
H 4.042 1.433 -2.389
H 2.525 1.974 -1.792
C 0.584 -0.924 -1.169
C 0.558 -0.854 0.327
N 0.527 -0.717 1.471
H 0.285 -1.939 -1.429
H 1.631 -0.721 -1.395
H 0.001 -0.144 -1.659
C -0.307 1.349 -3.657
C 0.502 2.399 -2.998
N 1.202 3.248 -2.481
H -1.144 1.956 -4.004
H -0.519 0.486 -3.026
H 0.267 1.071 -4.541
*
```

Summary:
HOMO-LUMO gap ... 0.342 hartree
E_HOMO ... -0.337 hartree

#x
Here is C14H21N7 as an isolated structure from the Open Molecules 2025 dataset. Energies are from wB97M-V/def2-TZVPD.

```
! wB97M-V def2-TZVPD RIJCOSX def2/J DEFGRID3
* xyz 0 1
C -1.207 3.313 1.921
C -1.583 2.012 2.414
N -1.780 0.963 2.803
H -0.273 3.304 1.359
H -1.033 3.989 2.758
H -2.052 3.772 1.407
C -0.733 0.790 -0.108
C 0.487 0.929 -0.933
N 1.367 1.036 -1.591
H -1.564 0.961 -0.793
H -0.777 1.561 0.661
H -0.670 -0.238 0.249
C 0.126 0.881 -4.177
C -1.310 1.213 -4.390
N -2.451 1.368 -4.532
H 0.400 0.399 -3.239
H 0.639 1.837 -4.280
H 0.484 0.500 -5.133
C -1.066 -0.863 3.780
C -0.520 -0.714 2.453
N -0.137 -0.634 1.326
H -1.877 -1.588 3.850
H -1.326 0.044 4.326
H -0.327 -1.420 4.356
C 0.935 -1.584 -0.870
C 1.906 -2.718 -0.999
N 2.595 -3.671 -1.130
H 1.043 -1.136 0.117
H -0.070 -1.957 -1.067
H 1.294 -0.886 -1.627
C 3.492 0.655 -0.193
C 3.947 -0.475 -1.022
N 4.254 -1.378 -1.690
H 3.416 0.506 0.884
H 2.632 0.882 -0.823
H 4.076 1.555 -0.389
C -2.017 -2.400 1.144
C -2.075 -1.843 -0.144
N -2.122 -1.255 -1.224
H -2.462 -1.723 1.873
H -1.051 -2.676 1.566
H -2.610 -3.314 1.106
*
```

Summary:
HOMO-LUMO gap ... 0.359 hartree
E_HOMO ... -0.363 hartree

Stability check: which of them is least stable? #w.

#w
Here is a 2-piece molecular cluster, C2H7N2O2P overall from the Open Molecules 2025 dataset. Energies are from wB97M-V/def2-TZVPD.

```
! wB97M-V def2-TZVPD RIJCOSX def2/J DEFGRID3
* xyz 0 1
C 2.755 -0.214 -0.897
C 2.957 -1.001 -1.918
N -0.549 1.243 1.537
N -2.760 -0.139 1.224
O 2.438 0.356 0.048
O -1.379 0.321 -0.797
P -1.033 -0.182 0.743
H 3.946 -1.607 -2.085
H 2.252 -0.875 -2.709
H -2.076 -0.048 -1.348
H -1.201 1.933 1.645
H 0.443 1.388 1.377
H -3.116 -0.989 0.894
H -2.677 -0.187 2.287
*
```

Summary:
HOMO-LUMO gap ... 0.349 hartree
SMILES ... NP(N)O.C=C=O
E_HOMO ... -0.317 hartree

#x
Here is an isolated molecule of C2H7N2O2P from the Open Molecules 2025 dataset. Energies are from wB97M-V/def2-TZVPD.

```
! wB97M-V def2-TZVPD RIJCOSX def2/J DEFGRID3
* xyz 0 1
C 0.607 0.874 -1.128
C -0.072 -0.466 -1.016
N 0.122 1.934 -0.431
N -0.609 -1.035 0.191
O 1.574 0.957 -1.796
O 0.705 -1.554 -1.480
P 0.457 -1.404 1.530
H -0.966 -0.360 -1.665
H -0.567 1.805 0.285
H 0.474 2.839 -0.627
H -1.201 -1.775 0.007
H 1.368 -1.244 -2.124
H 0.392 -2.823 1.484
H -0.381 -1.557 2.804
*
```

Summary:
HOMO-LUMO gap ... 0.378 hartree
SMILES ... NC(=O)[C@@H](O)NP
E_HOMO ... -0.350 hartree

Stability check: which of them is least stable? #x.

#w
Here is a 2-piece molecular cluster, CH2FNO2 overall from the Open Molecules 2025 dataset. Energies are from wB97M-V/def2-TZVPD.

```
! wB97M-V def2-TZVPD RIJCOSX def2/J DEFGRID3
* xyz 0 1
C -0.957 0.521 0.138
N 1.241 -0.584 -0.076
O 2.139 -0.435 0.723
O 1.193 -1.174 -1.117
F -1.710 0.126 -0.898
H -1.162 0.025 1.003
H -0.744 1.521 0.228
*
```

Summary:
HOMO-LUMO gap (spin up / spin down) ... 0.363 / 0.294 hartree
E_HOMO (spin up / spin down) ... -0.373 / -0.345 hartree

#x
Here is a 2-piece molecular cluster, CH2FNO2 overall from the Open Molecules 2025 dataset. Energies are from wB97M-V/def2-TZVPD.

```
! wB97M-V def2-TZVPD RIJCOSX def2/J DEFGRID3
* xyz 0 1
C 0.188 0.409 -0.520
N -0.557 0.770 0.567
O 1.345 0.682 -0.746
O 0.042 -1.374 0.456
F 0.118 1.209 1.574
H -0.413 0.156 -1.369
H -0.722 -1.852 0.038
*
```

Summary:
HOMO-LUMO gap (spin up / spin down) ... 0.268 / 0.267 hartree
E_HOMO (spin up / spin down) ... -0.398 / -0.398 hartree

Stability check: which of them is least stable? #x.